Arrangement 1

Formula: C3H3N3O
Source: OMol25
Level of theory: the ωB97M-V functional and the def2-TZVPD basis

Results
lowest unoccupied orbital energy	-0.5	eV
charge	0
structure (SMILES)	O=c1nccn[nH]1
2S+1	1
E_HOMO	-9.9	eV

```
10
Properties=species:S:1:pos:R:3:nbo_charge:R:1
O -0.783 -0.533 2.393 -0.5742
C 0.236 0.190 -1.316 -0.0974
N -0.067 1.088 0.899 -0.4296
N 0.249 -1.043 -0.916 -0.1292
C 0.125 1.272 -0.366 0.0900
H 0.213 2.309 -0.708 0.2032
H -0.034 -2.180 0.685 0.4127
N 0.069 -1.217 0.392 -0.4022
H 0.293 0.340 -2.386 0.2152
C -0.301 -0.227 1.322 0.7115
```

---

Arrangement 2

Formula: C3H3N3O
Source: OMol25
Level of theory: the ωB97M-V functional and the def2-TZVPD basis

Results
lowest unoccupied orbital energy	-0.5	eV
charge	0
structure (SMILES)	N=C=N/N=C\C=O
2S+1	1
E_HOMO	-9.4	eV

```
10
Properties=species:S:1:pos:R:3:nbo_charge:R:1
H -0.887 -0.452 -2.236 0.1986
H 1.527 -0.940 -2.080 0.1204
C -0.368 0.715 1.556 0.6360
N -1.244 -0.183 -0.297 -0.1547
O 1.473 -1.393 -0.122 -0.4618
C -0.461 -0.535 -1.238 -0.0519
H -0.377 2.425 2.446 0.3960
N 0.193 1.658 2.099 -0.6792
C 0.951 -1.002 -1.137 0.3516
N -0.808 -0.293 1.009 -0.3549
```

---

Which of them is the most stable? Correct choice: arrangement 1.

---

Arrangement 1

Formula: C3H3N3O
Source: OMol25
Level of theory: the ωB97M-V functional and the def2-TZVPD basis

Results
lowest unoccupied orbital energy	-0.5	eV
charge	0
structure (SMILES)	C1=NN=CON=C1
2S+1	1
E_HOMO	-9.7	eV

```
10
Properties=species:S:1:pos:R:3:nbo_charge:R:1
C 1.462 0.151 0.498 -0.0220
C -1.101 -0.759 -0.458 0.3659
H 2.255 0.224 1.270 0.2250
N -0.054 -1.397 -0.586 -0.2811
C 0.681 1.318 0.034 -0.0020
N -0.584 1.349 -0.152 -0.0936
N 1.029 -1.057 0.123 -0.2005
H 1.313 2.187 -0.163 0.2147
H -2.048 -1.200 -0.980 0.1937
O -1.314 0.282 0.466 -0.4000
```

---

Arrangement 2

Formula: C3H3N3O
Source: OMol25
Level of theory: the ωB97M-V functional and the def2-TZVPD basis

Results
lowest unoccupied orbital energy	0.5	eV
charge	0
structure (SMILES)	N=C=CC=O.N#N
2S+1	1
E_HOMO	-9.7	eV

```
10
Properties=species:S:1:pos:R:3:nbo_charge:R:1
C -0.603 0.635 -0.762 0.4919
H 1.292 1.145 -1.345 0.2697
N -1.802 0.752 -0.936 -0.6078
C 1.440 0.220 0.631 0.4037
C 0.705 0.677 -0.562 -0.5557
H 0.925 -0.478 1.311 0.1216
N -1.373 -1.722 0.601 -0.0080
H -2.317 -0.012 -1.367 0.3984
O 2.580 0.561 0.861 -0.5251
N -0.847 -1.777 1.567 0.0113
```

---

Arrangement 3

Formula: C3H3N3O
Source: OMol25
Level of theory: the ωB97M-V functional and the def2-TZVPD basis

Results
lowest unoccupied orbital energy	-1.5	eV
charge	0
structure (SMILES)	[H]/N=c1/nncco1
2S+1	1
E_HOMO	-9.3	eV

```
10
Properties=species:S:1:pos:R:3:nbo_charge:R:1
C 1.461 -0.351 0.199 -0.2193
C 0.842 0.865 -0.094 0.2682
N -0.469 -1.574 -0.186 -0.1987
H -2.538 0.758 0.400 0.3263
C -1.110 -0.342 -0.108 0.5099
O -0.477 1.072 -0.030 -0.4505
N 0.878 -1.495 0.072 -0.1145
N -2.380 -0.441 0.087 -0.5556
H 2.520 -0.382 -0.157 0.2241
H 1.274 1.890 -0.183 0.2101
```

---

Arrangement 4

Formula: C3H3N3O
Source: OMol25
Level of theory: the ωB97M-V functional and the def2-TZVPD basis

Results
lowest unoccupied orbital energy	0.2	eV
charge	0
structure (SMILES)	Oc1cnncn1
2S+1	1
E_HOMO	-9.7	eV

```
10
Properties=species:S:1:pos:R:3:nbo_charge:R:1
N -1.834 0.372 -0.034 -0.2728
C -1.293 -0.813 -0.253 0.2273
H 2.034 -1.220 0.744 0.4997
N 0.013 -1.105 -0.209 -0.4934
O 2.044 -0.301 0.428 -0.6362
H -1.976 -1.635 -0.447 0.1925
C 0.799 -0.077 0.010 0.5052
H 0.927 2.118 -0.147 0.2189
C 0.293 1.238 -0.077 -0.0818
N -1.007 1.422 -0.014 -0.1595
```

---

Which of them is the most stable? Correct choice: arrangement 2.

---

Arrangement 1

Formula: C18H28N2O5S
Source: OMol25
Level of theory: the ωB97M-V functional and the def2-TZVPD basis

Results
lowest unoccupied orbital energy	0.7	eV
charge	0
structure (SMILES)	Cc1cc(S(=O)(=O)NCC(C)C)ccc1OCC(=O)NC[C@@H]1CCCO1
2S+1	1
E_HOMO	-7.8	eV

```
54
Properties=species:S:1:pos:R:3:nbo_charge:R:1
H 0.667 -0.445 -2.409 0.2278
S -2.647 0.216 1.052 2.3902
H -1.269 3.983 -1.509 0.2305
C -2.242 3.454 -1.257 -0.5032
C -1.025 0.515 0.298 -0.3358
C 0.235 -4.433 1.029 -0.4317
C -0.718 0.049 -1.135 -0.1950
H 2.686 0.577 -3.218 0.2158
H 2.147 -5.369 0.542 0.2097
N 3.218 -1.902 -0.914 -0.5899
O -2.629 0.918 2.216 -0.9592
C 2.360 1.963 1.403 -0.6437
H -2.102 2.842 0.681 0.1847
H 1.798 -4.889 2.060 0.1949
C 3.026 -1.541 -2.281 0.6997
C -3.882 2.417 0.467 -0.1104
H 2.778 2.639 0.690 0.2098
H -4.492 0.358 -0.436 0.4334
O 2.797 0.754 -1.232 -0.5072
C -2.724 3.157 0.198 -0.2960
O 1.284 -2.117 0.704 -0.5090
O 2.775 -1.938 -3.370 -0.5695
H -4.265 2.295 1.316 0.1924
H -0.147 -4.524 -0.085 0.2085
H -0.923 -2.317 0.844 0.2214
H -1.527 -0.591 -1.589 0.2406
H 3.025 -2.863 1.564 0.1208
C -0.185 1.132 1.106 -0.2243
C 1.666 -4.603 1.222 -0.4366
H 3.373 -1.240 -0.357 0.3797
H -2.879 3.644 -1.810 0.1428
H -3.577 4.842 1.544 0.2097
H -3.971 5.233 -0.091 0.2386
C 3.217 0.067 -2.391 -0.1624
C 3.033 -3.198 -0.534 -0.2276
H -0.636 -5.081 1.517 0.2322
C 2.086 -3.247 0.781 0.1423
H 3.163 1.313 1.651 0.2091
C 0.106 -2.894 1.430 -0.0555
H -4.788 2.623 -0.417 0.1800
H 4.247 0.191 -2.330 0.2037
C 1.750 0.773 -0.648 0.4515
H 3.882 -3.691 -0.621 0.1911
C -3.150 4.572 0.473 -0.6338
H -0.229 -2.962 2.234 0.1380
H -2.327 5.573 0.407 0.2177
O -2.871 -1.153 0.877 -0.9730
H 2.316 -3.556 -1.340 0.1867
H -0.322 1.447 2.027 0.2278
N -3.726 0.886 0.037 -0.9509
H -1.952 2.267 -1.704 0.1831
H 1.756 2.409 2.200 0.2143
C 1.159 1.336 0.568 -0.0829
C 0.656 0.106 -1.458 -0.3311
```

---

Arrangement 2

Formula: C18H28N2O5S
Source: OMol25
Level of theory: the ωB97M-V functional and the def2-TZVPD basis

Results
lowest unoccupied orbital energy	0.5	eV
charge	0
structure (SMILES)	CCOc1ccc(CNC(=O)C2CCN(S(=O)(=O)CC)CC2)cc1OC
2S+1	1
E_HOMO	-8.1	eV

```
54
Properties=species:S:1:pos:R:3:nbo_charge:R:1
H -5.168 2.403 1.366 0.2458
H -2.052 0.624 0.098 0.2080
H 3.904 3.555 -0.497 0.1669
H 0.353 -2.172 -1.012 0.3933
C 6.140 -1.894 -1.418 -0.2500
O -1.093 -1.540 1.705 -0.6406
C -2.013 -1.437 -0.517 -0.2989
H 5.462 -2.380 -2.128 0.1726
H 2.659 2.202 0.610 0.2167
H 1.149 0.379 1.197 0.2197
C 5.236 3.463 1.219 -0.6391
H -1.825 -2.009 -1.431 0.2000
H 5.149 4.524 1.434 0.2149
O -5.197 2.349 -1.239 -0.9539
C -0.923 -1.714 0.516 0.6905
H -5.556 0.738 3.150 0.2210
C -4.495 -1.383 -0.910 -0.2257
H 7.122 -1.790 -1.876 0.2023
H -3.856 1.218 1.250 0.2281
H -6.757 0.496 1.869 0.2387
H -5.378 -0.590 2.001 0.2094
N 0.244 -2.141 -0.010 -0.6034
H 4.557 2.914 1.867 0.2123
H -3.494 -1.316 1.019 0.2213
H 3.893 -2.459 -0.392 0.2146
O -6.729 0.528 -0.583 -0.9476
H -4.431 -1.984 -1.827 0.1928
C 4.167 0.928 -0.229 0.3253
O 5.084 1.853 -0.618 -0.4966
C -3.123 0.437 -1.774 -0.2265
H 1.909 -3.241 0.594 0.1980
O 5.723 -0.587 -1.115 -0.4811
H -1.022 0.327 -1.304 0.2189
H -3.191 1.516 -1.912 0.2485
H -3.438 -2.885 0.217 0.2202
N -4.402 0.006 -1.275 -0.6908
C -1.973 0.064 -0.836 -0.4094
C -4.931 1.358 1.189 -0.6451
C 4.514 -0.414 -0.513 0.2538
C 1.458 -2.262 0.777 -0.2475
C 2.424 -1.156 0.442 -0.0478
H 5.626 3.745 -0.884 0.1946
C 2.952 1.190 0.383 -0.2952
C 3.638 -1.432 -0.181 -0.2939
C -5.699 0.442 2.112 -0.6226
S -5.416 1.102 -0.563 2.3138
C 4.916 3.206 -0.251 -0.0618
H -2.961 -0.032 -2.753 0.1918
C 2.089 0.157 0.715 -0.2170
H 6.225 -2.511 -0.517 0.1746
C -3.385 -1.808 0.052 -0.4158
H 1.145 -2.198 1.823 0.2469
H -5.484 -1.526 -0.475 0.2386
H 6.251 3.140 1.434 0.2163
```

---

Which of them is the most stable? Correct choice: arrangement 2.

---

Arrangement 1

Formula: C5H9N2
Source: OMol25
Level of theory: the ωB97M-V functional and the def2-TZVPD basis

Results
lowest unoccupied orbital energy (spin up / spin down)	-3.4 / -7.4	eV
charge	+1
expectation value of S²	2.02
2S+1	3
E_HOMO (spin up / spin down)	-10.9 / -15.5	eV

```
16
Properties=species:S:1:pos:R:3:nbo_charge:R:1
N 1.456 0.577 -0.201 -0.2861
H 4.018 -1.186 -0.607 0.3138
C -1.714 0.302 -0.080 -0.2945
H -2.202 0.608 -0.909 0.2211
H 2.623 -2.235 -0.538 0.2922
H -3.203 1.049 1.513 0.2455
H -1.315 -0.785 -0.291 0.2728
H 0.740 2.496 0.722 0.2760
N -0.788 1.308 0.274 -0.0064
H -3.527 -0.570 0.792 0.2492
H -1.996 -0.308 1.820 0.2161
C -2.680 0.121 1.039 -0.6222
C 2.068 -0.290 -0.665 0.5471
C 2.975 -1.327 -1.030 -0.7602
H 3.111 -1.270 -2.168 0.2940
C 0.433 1.512 0.330 0.0416
```

---

Arrangement 2

Formula: C5H9N2
Source: OMol25
Level of theory: the ωB97M-V functional and the def2-TZVPD basis

Results
lowest unoccupied orbital energy (spin up / spin down)	-4.8 / -7.2	eV
charge	+1
expectation value of S²	2.01
2S+1	3
E_HOMO (spin up / spin down)	-13.8 / -14.7	eV

```
16
Properties=species:S:1:pos:R:3:nbo_charge:R:1
H -0.530 -0.895 1.778 0.2587
C 0.219 -0.405 1.151 -0.2384
C -0.358 0.078 -0.201 -0.1389
H -0.951 -0.737 -0.649 0.2152
C 1.867 -1.317 -0.353 0.6381
H 1.644 -1.944 1.496 0.4601
H -2.053 1.100 0.670 0.2284
H 0.652 0.438 1.703 0.2501
H 0.879 -1.359 -2.168 0.2658
N 0.787 0.407 -0.952 -0.1730
C -1.223 1.325 0.007 -0.6025
H -1.617 1.634 -0.958 0.2423
C 1.447 -0.594 -1.611 -0.3928
H -0.633 2.137 0.421 0.2320
N 1.302 -1.309 0.772 -0.5190
H 2.294 -0.232 -2.197 0.2741
```

---

Which of them is the most stable? Correct choice: arrangement 2.

---

Arrangement 1

Formula: C17H34O2OsP2
Source: OMol25
Level of theory: the ωB97M-V functional and the def2-TZVPD basis

Results
lowest unoccupied orbital energy (spin up / spin down)	-6.1 / -7.1	eV
charge	+2
expectation value of S²	6.05
2S+1	5
E_HOMO (spin up / spin down)	-12.0 / -14.3	eV

```
56
Properties=species:S:1:pos:R:3:nbo_charge:R:1
H 1.030 -2.578 -1.719 0.1893
H 1.875 3.054 2.473 0.2843
H -0.346 2.318 5.051 0.2687
H -0.184 -0.015 -0.875 0.2616
P 0.229 -2.456 0.749 1.3602
H 1.382 -1.488 -4.179 0.2678
H -0.448 -3.983 -0.872 0.2643
C -0.343 -1.835 2.411 -0.9951
C -1.610 -0.992 -3.370 -0.4458
C 1.045 0.492 -3.440 -0.4845
C -1.974 0.482 -3.103 -0.4625
C 0.726 0.070 -0.070 -0.5045
C 1.948 -2.811 0.692 -1.0150
H -2.645 2.053 1.365 0.3231
H -1.104 -1.090 -4.332 0.2364
C -1.929 2.900 1.160 -1.0591
H -3.000 0.505 -2.684 0.2323
H 2.531 -2.118 1.306 0.2944
C 0.504 -1.783 -2.227 -0.1104
H -1.549 1.891 -1.472 0.2020
H -1.987 1.011 -4.048 0.2487
H -2.521 -1.548 -3.491 0.2495
C 0.726 1.162 3.714 0.8456
C 0.743 1.413 0.486 -0.8283
Os -1.067 -1.018 -0.121 0.1273
H -0.630 0.565 5.010 0.2737
H 2.005 0.988 -3.483 0.2400
H 2.242 -3.836 0.903 0.2966
P -0.300 2.445 1.624 1.8861
H 1.593 -0.176 -0.706 0.2331
H -1.559 -2.200 -1.479 0.2127
H -2.004 3.132 0.064 0.2955
C -1.070 1.219 -2.170 -0.2019
C -0.879 -1.587 -2.154 -0.2669
H 2.436 -1.086 -2.877 0.2301
H 1.364 4.007 0.978 0.2740
H 0.470 -1.405 2.933 0.2586
H 0.641 0.671 -4.444 0.2445
O 1.780 0.727 3.193 -0.5328
O -0.461 1.543 2.915 -0.8581
H -0.436 -2.852 2.722 0.2579
H 2.207 -2.597 -0.363 0.2703
C -0.847 -3.788 0.134 -0.9839
C 1.376 -1.022 -3.204 -0.4673
C 0.131 1.309 5.046 -0.7230
H 0.697 4.491 2.635 0.2823
H 0.895 1.211 5.823 0.2705
H -1.874 -3.347 0.069 0.2610
C 0.309 1.214 -2.419 -0.1584
H -1.246 -1.426 2.718 0.2852
H 0.977 1.881 -1.883 0.1894
H 0.548 2.090 -0.360 0.2464
H 1.688 1.471 0.935 0.2855
H -2.308 3.780 1.751 0.3124
C 1.077 3.654 1.983 -0.9454
H -0.852 -4.712 0.702 0.2816
```

---

Arrangement 2

Formula: C17H34O2OsP2
Source: OMol25
Level of theory: the ωB97M-V functional and the def2-TZVPD basis

Results
lowest unoccupied orbital energy (spin up / spin down)	-6.2 / -9.7	eV
charge	+2
expectation value of S²	6.01
2S+1	5
E_HOMO (spin up / spin down)	-11.3 / -14.8	eV

```
56
Properties=species:S:1:pos:R:3:mulliken_charge:R:1
H 3.124 2.138 -3.681 0.5033
H 1.808 -2.031 -4.334 0.4977
H 2.614 -2.044 -2.761 0.4028
Os 3.694 0.236 -0.407 0.1997
H -0.369 -0.128 -4.275 0.3194
H 6.214 2.047 -2.371 0.4584
H 3.982 0.797 3.329 0.4733
C 2.138 2.818 1.868 -1.3609
H 3.488 -1.465 -4.230 0.4557
C 0.550 0.335 -4.665 -1.1136
H -0.539 -2.005 -1.162 0.3180
H 2.413 0.778 4.227 0.5401
P 2.046 1.000 1.867 1.2366
C 6.121 -1.572 -0.731 -1.0956
C 2.951 0.429 3.338 -1.7519
H -0.307 1.518 1.971 0.3701
H -1.053 -1.525 0.495 0.3786
H 0.308 0.779 3.478 0.4974
H 3.090 3.149 1.444 0.2935
H 5.883 -2.604 -0.436 0.4224
C 1.634 -0.403 -0.853 0.2432
H -0.025 -0.259 2.046 0.1897
H 5.486 3.085 -0.468 0.3819
H 6.991 -1.663 -1.395 0.3959
H 4.649 0.537 -2.935 0.9127
H 0.910 -0.201 -5.559 0.4906
H 4.813 -0.374 1.948 0.2886
C -0.553 -1.200 -0.415 -0.9427
C 4.929 -0.991 -1.469 -0.1776
P 1.819 0.136 -3.444 0.9753
C 5.905 2.096 -0.250 -1.6617
H 7.074 0.788 -1.531 0.3375
C 4.985 0.390 -1.907 0.1206
H 4.468 -1.706 -2.143 0.1269
O 0.989 -0.205 -2.014 -0.4434
C 2.931 1.972 -1.500 -1.1748
C 5.161 -0.033 0.966 -0.6015
H 2.028 3.169 2.903 0.4624
H 7.224 -0.016 0.287 0.2315
H 1.328 3.201 1.234 0.4068
C 2.528 -1.484 -3.706 -1.3044
C 6.125 1.323 -1.557 -1.1214
H -1.003 -0.278 -0.797 0.3617
H 3.678 2.770 -1.520 0.5319
C 4.961 1.369 0.681 0.5506
H 2.960 -0.670 3.304 0.3718
H 0.406 1.404 -4.866 0.4589
H 1.509 2.450 -3.061 0.5923
C 6.434 -0.736 0.513 -0.9186
C 0.328 0.724 2.380 -1.1647
C 2.399 1.789 -2.938 -1.1080
H 6.768 -1.404 1.316 0.4755
H 4.668 1.959 1.549 0.8673
O 0.845 -0.976 0.014 -0.2259
H 2.122 2.394 -0.888 0.4465
H 6.859 2.285 0.263 0.5796
```

---

Which of them is the most stable? Correct choice: arrangement 2.